--- a ---
H2NO2P in the gas phase. Source: the OMol25 dataset; level of theory: wB97M-V/def2-TZVPD.

Cartesian coordinates (Å):
N  -0.337  -0.343  -0.610
O  2.055  -1.447  1.101
O  0.491  0.415  0.241
P  1.815  -0.051  1.382
H  0.036  -1.293  -0.590
H  0.256  1.353  0.105

## Properties
HOMO energy (spin up / spin down), eV: -7.12 / -8.31
Gap between HOMO and LUMO (spin up / spin down), eV: 5.9 / 7.5

=====

--- b ---
2 unconnected molecules or ions with the total composition H2NO2P. Source: the OMol25 dataset; level of theory: wB97M-V/def2-TZVPD.

Cartesian coordinates (Å):
N  -1.853  0.032  0.274
O  -0.181  1.890  -0.161
O  1.972  0.106  0.129
P  -0.358  0.489  0.091
H  -2.311  -0.933  0.155
H  1.868  0.825  -0.530

## Properties
HOMO energy (spin up / spin down), eV: -11.34 / -11.34
Gap between HOMO and LUMO (spin up / spin down), eV: 8.2 / 8.2

=====

Stability order, top to bottom: b, a

=====

--- a ---
2 unconnected molecules or ions with the total composition C4H13N4O. Source: the OMol25 dataset; level of theory: wB97M-V/def2-TZVPD.

Cartesian coordinates (Å):
C  0.365  -0.983  -3.151
C  1.116  -0.517  -0.823
N  1.695  -1.809  -0.714
N  0.463  -0.129  -1.983
N  1.779  0.490  -0.089
H  1.072  -2.585  -0.866
H  2.241  -1.856  0.129
H  -0.284  0.528  -1.839
H  1.546  1.431  -0.349
H  1.857  0.282  0.890
H  -0.242  -1.870  -2.966
H  1.379  -1.249  -3.449
H  -0.083  -0.375  -3.935
C  -1.365  1.988  2.532
C  -1.271  0.848  1.524
O  -1.105  1.048  0.344
N  -1.374  -0.391  2.087
H  -1.581  -1.141  1.442
H  -1.858  -0.537  2.960
H  -1.502  2.926  1.996
H  -0.521  2.044  3.214
H  -2.326  1.857  3.044

## Properties
HOMO energy (spin up / spin down), eV: -4.01 / -8.49
Multiplicity: 2
Gap between HOMO and LUMO (spin up / spin down), eV: 4.7 / 9.2

=====

--- b ---
2 unconnected molecules or ions with the total composition C4H13N4O. Source: the OMol25 dataset; level of theory: wB97M-V/def2-TZVPD.

Cartesian coordinates (Å):
C  1.990  -1.136  -2.921
C  0.680  -1.262  -2.201
O  0.381  -0.385  -1.412
N  -0.256  -2.330  -2.343
H  -0.975  -2.104  -1.671
H  -0.097  -3.199  -2.725
H  2.505  -2.121  -2.964
H  2.434  -0.227  -2.536
H  1.581  -0.955  -3.946
C  -0.297  2.748  1.324
C  -0.661  0.318  1.883
N  -1.995  0.064  1.645
N  0.065  1.282  1.184
N  0.069  -0.333  2.802
H  -2.305  0.563  0.818
H  -2.631  -0.413  2.192
H  0.374  1.096  0.198
H  1.040  -0.011  2.897
H  -0.296  -0.879  3.603
H  -1.388  2.791  1.369
H  -0.154  3.423  0.464
H  -0.066  3.071  2.340

## Properties
HOMO energy (spin up / spin down), eV: -3.78 / -8.20
Multiplicity: 2
Gap between HOMO and LUMO (spin up / spin down), eV: 4.7 / 9.0

=====

Stability order, top to bottom: a, b

=====

--- a ---
2 unconnected molecules or ions with the total composition C2H5N2P. Source: the OMol25 dataset; level of theory: wB97M-V/def2-TZVPD.

Cartesian coordinates (Å):
C  1.896  -0.141  0.387
C  -0.094  0.600  -0.545
N  2.837  0.178  -0.286
N  -1.062  0.208  0.112
P  -2.890  0.238  -0.035
H  1.547  -0.816  1.203
H  0.179  1.314  -1.281
H  3.837  -0.096  0.040
H  -3.269  -0.893  -0.697
H  -2.982  -0.590  1.101

## Properties
HOMO energy, eV: -6.98
Gap between HOMO and LUMO, eV: 7.8

=====

--- b ---
2 unconnected molecules or ions with the total composition C2H5N2P. Source: the OMol25 dataset; level of theory: wB97M-V/def2-TZVPD.

Cartesian coordinates (Å):
C  0.631  1.592  0.675
N  0.102  1.689  -0.503
N  -0.280  0.563  -1.021
P  -0.019  -0.841  -0.254
C  0.639  0.200  1.225
H  1.249  2.353  1.204
H  1.637  -0.197  1.576
H  -0.132  -0.172  1.843
H  -1.783  -2.669  -2.710
H  -2.043  -2.517  -2.034

## Properties
HOMO energy, eV: -9.07
SMILES: C1=NN=PC1.[H][H]
Gap between HOMO and LUMO, eV: 8.3

=====

Stability order, top to bottom: b, a

=====

--- a ---
A molecular structure, C4H9P. Source: the OMol25 dataset; level of theory: wB97M-V/def2-TZVPD.

Cartesian coordinates (Å):
C  0.148  -0.047  1.206
C  0.695  0.061  -0.193
C  2.058  -0.558  -0.451
C  -2.154  0.424  -0.313
P  -0.928  -0.965  0.034
H  0.702  -0.695  1.974
H  -0.490  0.748  1.544
H  0.363  1.182  -0.969
H  1.911  -1.089  -1.496
H  2.154  -1.170  0.381
H  2.813  0.260  -0.462
H  -1.821  1.398  -0.414
H  -2.803  0.295  0.466
H  -2.648  0.157  -1.307

## Properties
HOMO energy, eV: -8.80
Gap between HOMO and LUMO, eV: 10.1

=====

--- b ---
C4H9P in the gas phase. Source: the OMol25 dataset; level of theory: wB97M-V/def2-TZVPD.

Cartesian coordinates (Å):
C  1.993  -0.294  -0.255
C  0.661  0.341  -0.053
C  0.022  0.055  1.317
P  -0.687  -0.894  -0.154
C  -2.167  0.006  -0.725
H  2.664  -0.095  0.607
H  2.507  0.013  -1.180
H  1.938  -1.398  -0.381
H  0.350  1.351  -0.490
H  0.839  -0.354  1.952
H  -0.604  0.811  1.863
H  -2.668  0.539  0.060
H  -2.977  -0.662  -1.038
H  -1.872  0.582  -1.521

## Properties
HOMO energy, eV: -8.72
SMILES: C[C@@H]1CP1C
Gap between HOMO and LUMO, eV: 10.0

=====

Stability order, top to bottom: b, a

=====

--- a ---
2 unconnected molecules or ions with the total composition C4H8BrN. Source: the OMol25 dataset; level of theory: wB97M-V/def2-TZVPD.

Cartesian coordinates (Å):
C  0.140  1.663  0.724
C  -1.297  -1.060  -0.064
C  1.158  -0.979  -0.589
C  -0.175  -0.413  -0.844
N  1.045  2.451  0.700
Br  -1.722  1.919  1.520
H  -2.289  -1.037  -0.661
H  -1.036  -2.093  0.237
H  -1.535  -0.409  0.873
H  1.284  -1.607  0.398
H  2.041  -0.228  -0.589
H  1.479  -1.805  -1.269
H  -0.390  0.309  -1.673
H  1.296  3.288  1.235

## Properties
HOMO energy (spin up / spin down), eV: -7.62 / -8.06
Gap between HOMO and LUMO (spin up / spin down), eV: 6.7 / 8.1

=====

--- b ---
2 unconnected molecules or ions with the total composition C4H8BrN. Source: the OMol25 dataset; level of theory: wB97M-V/def2-TZVPD.

Cartesian coordinates (Å):
C  0.265  0.695  0.089
C  -0.549  1.847  0.232
C  2.025  -1.013  0.041
C  -1.555  -1.142  -0.394
N  1.355  0.281  0.276
Br  -3.152  -0.139  -0.397
H  -0.162  2.799  0.017
H  -0.960  1.993  1.197
H  -1.368  1.581  -0.488
H  3.011  -0.862  0.520
H  2.136  -1.118  -1.009
H  1.493  -1.753  0.560
H  -1.485  -1.750  0.588
H  -1.053  -1.417  -1.233

## Properties
HOMO energy (spin up / spin down), eV: -6.67 / -7.15
Gap between HOMO and LUMO (spin up / spin down), eV: 7.1 / 7.7

=====

Stability order, top to bottom: a, b

=====

--- a ---
A molecular structure, C3H5CuO3. Source: the OMol25 dataset; level of theory: wB97M-V/def2-TZVPD.

Cartesian coordinates (Å):
O  -0.483  -0.150  -0.601
C  -0.002  -0.033  0.679
C  -0.640  1.020  1.522
H  1.442  -0.174  0.059
H  -0.939  1.886  0.911
H  0.069  1.359  2.288
H  -1.537  0.627  2.020
O  1.929  -0.282  -1.250
C  0.862  -0.196  -1.875
O  0.313  -0.896  -2.671
Cu  -1.293  -2.182  -2.259
H  0.278  -0.978  1.178

## Properties
HOMO energy (spin up / spin down), eV: -13.69 / -14.92
Multiplicity: 2
Gap between HOMO and LUMO (spin up / spin down), eV: 7.7 / 8.3
Total charge: +1

=====

--- b ---
A molecular structure, C3H5CuO3. Source: the OMol25 dataset; level of theory: wB97M-V/def2-TZVPD.

Cartesian coordinates (Å):
H  2.201  -0.152  0.456
C  1.550  0.341  -0.557
C  0.138  0.855  -0.510
O  -0.671  -0.138  0.138
C  -1.676  0.241  0.912
O  -2.241  -0.878  1.274
H  2.275  0.897  -1.167
H  -0.263  0.991  -1.525
H  0.064  1.806  0.027
H  -3.058  -0.698  1.755
Cu  -0.020  -2.255  -0.261
O  1.700  -1.007  -0.544

## Properties
HOMO energy (spin up / spin down), eV: -13.73 / -13.72
Multiplicity: 2
Gap between HOMO and LUMO (spin up / spin down), eV: 8.6 / 8.0
Total charge: +1

=====

Stability order, top to bottom: a, b

=====

--- a ---
C6H3N in the gas phase. Source: the OMol25 dataset; level of theory: wB97M-V/def2-TZVPD.

Cartesian coordinates (Å):
C  0.189  0.069  0.595
C  -0.816  0.428  1.399
C  0.143  -1.116  -0.246
C  0.751  -1.914  -1.235
C  -3.016  -0.796  1.704
C  -0.587  -2.254  -0.723
N  -1.984  -0.284  1.701
H  1.039  0.684  0.422
H  -0.892  1.353  1.954
H  -1.470  -2.801  -1.030

## Properties
HOMO energy, eV: -8.98
Gap between HOMO and LUMO, eV: 8.0

=====

--- b ---
C6H3N in the gas phase. Source: the OMol25 dataset; level of theory: wB97M-V/def2-TZVPD.

Cartesian coordinates (Å):
C  1.567  -0.809  -1.522
C  1.000  -1.907  -1.760
C  0.982  0.112  -0.756
C  -1.009  -2.051  -0.671
C  -0.046  0.193  0.072
C  -0.413  1.292  1.031
N  -0.722  -1.038  -0.087
H  0.416  1.993  0.858
H  -0.275  0.722  2.025
H  -1.502  1.494  0.810

## Properties
HOMO energy, eV: -9.56
Gap between HOMO and LUMO, eV: 7.5

=====

Stability order, top to bottom: a, b

=====

--- a ---
A molecular structure, C2H3I3O2. Source: the OMol25 dataset; level of theory: wB97M-V/def2-TZVPD.

Cartesian coordinates (Å):
C  0.338  0.882  -0.621
C  0.853  0.850  0.618
O  1.251  0.870  -1.690
O  -1.139  -2.015  0.518
I  -2.876  -1.221  0.166
I  -0.322  1.122  2.338
I  2.715  -0.122  0.939
H  -0.724  1.095  -0.680
H  1.166  1.501  -2.367
H  -1.261  -2.963  0.778

## Properties
HOMO energy, eV: -8.63
Gap between HOMO and LUMO, eV: 7.9

=====

--- b ---
A molecular structure, C2H3I3O2. Source: the OMol25 dataset; level of theory: wB97M-V/def2-TZVPD.

Cartesian coordinates (Å):
C  1.349  0.011  -0.206
C  0.314  -0.566  0.436
O  1.789  -0.534  -1.385
O  -1.901  0.573  0.085
I  -3.064  1.951  0.876
I  0.082  -0.015  2.499
I  -0.509  -2.422  -0.236
H  1.722  0.883  0.274
H  2.641  -0.010  -1.745
H  -2.424  0.128  -0.599

## Properties
HOMO energy, eV: -8.41
Gap between HOMO and LUMO, eV: 7.9

=====

Stability order, top to bottom: a, b

=====

--- a ---
A molecular structure, C6H6Cl2. Source: the OMol25 dataset; level of theory: wB97M-V/def2-TZVPD.

Cartesian coordinates (Å):
C  0.997  -0.164  -0.005
C  0.010  -0.682  1.075
C  -0.979  -0.158  -0.006
C  0.007  -0.707  -1.063
C  -0.665  1.335  -0.014
C  0.663  1.334  -0.010
H  -0.014  -1.794  1.147
H  0.015  -0.184  2.028
H  0.006  -0.213  -2.010
H  -0.003  -1.804  -1.162
H  -1.397  2.160  0.005
H  1.358  2.134  0.012
Cl  2.691  -0.627  0.002
Cl  -2.689  -0.631  0.003

## Properties
HOMO energy, eV: -9.80
Gap between HOMO and LUMO, eV: 10.7

=====

--- b ---
C6H6Cl2 in the gas phase. Source: the OMol25 dataset; level of theory: wB97M-V/def2-TZVPD.

Cartesian coordinates (Å):
Cl  -2.909  -0.832  -0.692
C  -1.400  -0.198  -0.146
C  -0.888  0.869  -0.688
C  0.611  1.163  -0.386
C  1.299  -0.133  0.099
Cl  1.376  -1.375  -1.217
C  0.455  -0.942  1.071
C  -0.871  -0.884  0.884
H  -1.256  1.576  -1.483
H  0.801  2.078  0.257
H  0.928  1.608  -1.431
H  2.369  0.036  0.506
H  0.973  -1.415  1.797
H  -1.490  -1.551  1.428

## Properties
HOMO energy, eV: -8.71
SMILES: ClC1=CC[C@H](Cl)C=C1
Gap between HOMO and LUMO, eV: 9.1

=====

Stability order, top to bottom: a, b